No. 1
Entry from the Open Molecules 2025 dataset: 3 unconnected molecules or ions with the total composition CH8NO3 in a non-equilibrium geometry (ωB97M-V/def2-TZVPD).

Last column: natural (NBO) charge in e.
CARTESIAN COORDINATES (ANGSTROEM)
O: 2.83 0.59 0.26  -1.022
O: -1.09 0.83 1.64  -1.067
O: 0.25 0.43 -0.44  -0.941
N: -1.45 -1.25 -0.53  -0.906
C: -0.50 -0.36 -1.26  0.123
H: -0.57 0.71 0.71  0.494
H: -0.38 0.62 2.25  0.439
H: 2.86 1.08 1.09  0.448
H: 0.10 -0.88 -2.06  0.115
H: -1.12 0.47 -1.83  0.090
H: -1.84 -0.71 0.24  0.374
H: 1.90 0.47 -0.06  0.524
H: -1.00 -2.00 0.00  0.331

Computed properties:
E_LUMO ... 4.36 eV
Frontier orbital gap ... 8.270 eV
Net charge ... -1
Multiplicity ... 1



No. 2
Entry from the Open Molecules 2025 dataset: a gas-phase ion, C5H13N2O (charge +1) in a non-equilibrium geometry (ωB97M-V/def2-TZVPD).

Last column: natural (NBO) charge in e.
CARTESIAN COORDINATES (ANGSTROEM)
O: -2.01 -1.22 0.06  -0.568
N: 0.05 0.72 -0.14  -0.052
N: 0.19 -0.67 0.11  -0.521
C: 1.37 1.34 -0.28  -0.412
C: -0.87 -1.56 0.23  0.686
C: -0.37 -2.93 0.57  -0.729
C: -0.71 1.36 0.96  -0.427
C: -0.70 0.87 -1.41  -0.428
H: 0.08 -2.94 1.56  0.246
H: 1.92 0.89 -1.11  0.246
H: 1.95 1.23 0.64  0.237
H: -0.77 1.92 -1.69  0.236
H: -1.71 0.47 -1.29  0.276
H: 1.26 2.41 -0.48  0.249
H: -1.67 0.87 1.07  0.267
H: -1.20 -3.63 0.57  0.276
H: 0.37 -3.26 -0.15  0.248
H: 1.19 -1.17 0.57  0.457
H: -0.88 2.41 0.73  0.238
H: -0.20 0.32 -2.20  0.241
H: -0.15 1.28 1.89  0.235

Computed properties:
E_LUMO ... -3.15 eV
SMILES ... CC(=O)N[N+](C)(C)C
Frontier orbital gap ... 11.270 eV
Net charge ... +1
Multiplicity ... 1



No. 3
Entry from the Open Molecules 2025 dataset: a molecular structure, C22H32BrIN5RuS5Se (ωB97M-V/def2-TZVPD).

Last column: natural (NBO) charge in e.
CARTESIAN COORDINATES (ANGSTROEM)
I: 0.06 2.38 -0.31  0.515
Ru: 0.54 -0.30 -0.32  -0.081
Br: 0.62 4.84 -2.69  0.109
Se: -0.31 -0.97 -2.50  0.291
S: 2.75 -0.12 -1.08  -0.018
S: 1.24 -2.58 -0.13  0.498
S: -1.04 -3.17 2.75  0.231
S: -2.10 0.04 -0.29  -0.293
S: 1.35 -0.12 1.94  0.418
N: 2.09 -1.66 -4.17  -0.338
N: 1.87 1.45 -3.10  -0.492
N: -3.57 -0.09 1.99  -0.418
N: 4.02 0.59 -3.24  -0.488
N: -4.45 -1.11 0.11  -0.395
C: 2.15 -2.71 1.46  -0.566
C: -4.26 -1.78 -1.18  -0.409
C: 2.91 3.14 0.36  -0.166
C: 2.84 0.73 -2.57  0.318
C: -1.02 -1.38 3.03  -0.583
C: 4.11 3.82 0.24  -0.208
C: 1.87 3.42 -0.52  -0.250
C: 4.26 4.79 -0.74  -0.175
C: 0.32 -0.70 3.32  -0.538
C: 2.67 -1.37 1.91  -0.543
C: 3.22 5.08 -1.61  -0.227
C: 2.06 2.01 -4.29  0.175
C: -2.84 1.03 2.58  -0.416
C: -5.86 -0.92 0.48  -0.415
C: 1.16 -1.42 -3.52  -0.002
C: 2.02 4.40 -1.49  -0.120
C: -4.36 -0.87 2.95  -0.414
C: 3.25 1.90 -5.01  -0.305
C: -3.46 -0.43 0.70  0.413
C: -1.28 -3.31 0.96  -0.565
C: -0.09 -3.79 0.15  -0.541
C: 4.24 1.15 -4.44  0.144
H: -3.56 1.73 3.01  0.230
H: -5.08 -2.48 -1.31  0.228
H: -4.60 -1.84 2.54  0.228
H: 1.23 2.58 -4.68  0.234
H: 3.43 -0.97 1.24  0.258
H: 1.46 -3.13 2.19  0.256
H: -3.75 -1.01 3.85  0.217
H: 5.21 0.97 -4.89  0.253
H: 3.38 2.36 -5.98  0.269
H: 0.97 -1.34 3.92  0.250
H: -5.97 -0.06 1.13  0.221
H: -6.41 -0.73 -0.44  0.232
H: -1.62 -2.35 0.59  0.236
H: 2.97 -3.42 1.30  0.262
H: -5.27 -0.36 3.24  0.224
H: 4.92 3.61 0.93  0.235
H: 4.73 -0.01 -2.83  0.450
H: -6.27 -1.81 0.96  0.222
H: -2.10 -4.03 0.81  0.249
H: 0.14 0.20 3.90  0.249
H: 3.32 5.85 -2.36  0.248
H: -2.25 1.53 1.83  0.237
H: 3.11 -1.43 2.91  0.262
H: -2.19 0.67 3.38  0.199
H: -1.64 -1.23 3.92  0.238
H: 0.41 -4.64 0.62  0.253
H: -4.28 -1.06 -2.00  0.226
H: -3.32 -2.32 -1.21  0.218
H: -1.52 -0.88 2.20  0.248
H: 5.19 5.34 -0.83  0.241
H: 2.78 2.40 1.14  0.220
H: -0.39 -4.09 -0.85  0.258

Computed properties:
E_LUMO (alpha / beta) ... -5.93 / -7.45 eV
<S²> ... 0.76
Frontier orbital gap (alpha / beta) ... 7.894 / 6.261 eV
Net charge ... +2
Multiplicity ... 2



The calculation returns the following ΔE to the lowest compared entry with this formula, charge and spin values, one per record and in order: 9.8; 61.0; 26.6 kcal per mole.